ORCA calculation (the ωB97M-V functional and the def2-TZVPD basis) on C4H5NO2 in the gas phase in a non-equilibrium geometry.

Geometry as ORCA input:
```
! wB97M-V def2-TZVPD RIJCOSX def2/J DEFGRID3
* xyz 0 1
N 0.60881 0.05018 -0.10379
H -2.02241 0.33071 0.95625
O 2.78237 0.76610 -0.03226
C 1.97588 -0.15073 0.02506
C -0.27053 1.14485 -0.04094
H -2.15687 0.46612 -0.85247
O -0.09843 2.32808 -0.00285
H 2.20804 -1.23065 0.12521
C -1.48133 0.24523 0.01904
H -0.63935 -1.51560 -0.94987
C -0.48859 -0.93132 -0.04111
H -0.41759 -1.50297 0.89772
*
```

Values from the calculation:
Energy relative to the best compared isomer or geometry (same formula, charge and spin) ... 19.5 kcal per mole
Highest occupied orbital energy ... -10.07 eV
E_LUMO ... 0.65 eV



ORCA calculation (the ωB97M-V functional and the def2-TZVPD basis) on a 3-piece molecular cluster, C3H12NO2 overall in a non-equilibrium geometry.

Geometry as ORCA input:
```
! wB97M-V def2-TZVPD RIJCOSX def2/J DEFGRID3
* xyz 1 1
H 1.55580 0.78361 1.27124
H -0.60561 -0.99755 0.35539
H -2.68090 0.18365 -0.48367
O 3.55506 0.87012 -0.56929
H 3.90102 0.27876 -1.23871
H -1.17128 1.51172 1.14577
H -0.07674 1.77744 -0.31929
H -1.79697 -3.04003 0.89593
H -2.42260 1.84829 -1.07579
N -0.08107 -0.12003 0.42635
H 4.33474 1.22784 -0.13137
H 1.41392 -1.08953 1.36231
C 1.01670 -0.13156 1.05697
C -0.83803 1.17601 0.17134
C -1.94453 0.90801 -0.83426
O -1.26227 -2.56631 0.25867
H -1.51692 0.42131 -1.71378
H -1.38034 -3.04173 -0.57781
*
```

Values from the calculation:
Energy relative to the best compared isomer or geometry (same formula, charge and spin) ... 19.2 kcal per mole
Highest occupied orbital energy ... -15.04 eV
E_LUMO ... -4.16 eV



ORCA calculation (the ωB97M-V functional and the def2-TZVPD basis) on a 3-piece molecular cluster, C4H11NO overall in a non-equilibrium geometry.

Geometry as ORCA input:
```
! wB97M-V def2-TZVPD RIJCOSX def2/J DEFGRID3
* xyz 0 1
H -2.79246 -0.58038 -1.83331
H 2.23033 -0.59313 2.26066
N -1.19607 0.15292 -0.82160
H -1.11208 0.80281 -1.59142
H 2.52552 0.41552 -2.74827
H -2.30973 -1.57106 -0.39378
C -2.46060 -0.56676 -0.79819
H -3.23059 -0.07944 -0.19312
H 3.02148 -0.93507 2.64692
O 1.77489 0.66050 -2.21120
H 0.59471 -0.00509 3.00699
H -1.08373 1.52284 0.80781
H 2.09545 0.99259 -1.37237
C 1.07392 -0.23835 2.06614
C 0.50989 -0.00637 0.81426
H 0.91666 -0.68502 0.05751
C -0.55757 0.71349 0.30295
*
```

Values from the calculation:
Energy relative to the best compared isomer or geometry (same formula, charge and spin) ... 188.7 kcal per mole
Highest occupied orbital energy ... -6.91 eV
E_LUMO ... -1.70 eV



ORCA calculation (the ωB97M-V functional and the def2-TZVPD basis) on a 2-piece molecular cluster, C2H3N3O overall in a non-equilibrium geometry.

Geometry as ORCA input:
```
! wB97M-V def2-TZVPD RIJCOSX def2/J DEFGRID3
* xyz 0 1
H -1.17006 -0.07281 -2.04229
N 1.70416 0.51906 1.79349
C -1.75706 0.27393 -0.24673
H -2.01922 1.22288 0.20696
H 1.18140 -0.39436 -0.21923
N -1.64500 -0.97142 -0.25262
N -0.71442 -0.05215 -1.13112
O 2.80439 -0.44611 1.18131
C 1.61582 -0.07901 0.71024
*
```

Values from the calculation:
Energy relative to the best compared isomer or geometry (same formula, charge and spin) ... 176.2 kcal per mole
Highest occupied orbital energy ... -9.36 eV
E_LUMO ... 0.30 eV



ORCA calculation (the ωB97M-V functional and the def2-TZVPD basis) on a 2-piece molecular cluster, C6H12O overall in a non-equilibrium geometry.

Geometry as ORCA input:
```
! wB97M-V def2-TZVPD RIJCOSX def2/J DEFGRID3
* xyz 0 1
H 2.09101 -1.95040 0.58117
H 1.17846 -0.13576 -0.46220
C -0.50094 -0.03789 1.60525
H 0.21407 1.73999 -2.37099
H 2.94684 -3.04515 -0.06437
H 1.52955 0.01506 1.64361
C 0.04089 0.69668 -2.10525
C -2.00779 1.18831 -0.07177
C -0.68481 0.54134 0.26911
H -0.93016 0.41124 -2.47606
H -2.54847 0.61737 -0.81872
C 0.67639 -0.39407 2.15361
H 0.77422 0.15102 -2.68409
H -1.85475 2.17968 -0.50346
O 2.12036 -2.56504 -0.17528
H 0.65789 -1.00998 3.03234
C 0.26226 0.41733 -0.65542
H -1.34257 -0.11727 2.29195
H -2.62246 1.29755 0.81056
*
```

Values from the calculation:
Energy relative to the best compared isomer or geometry (same formula, charge and spin) ... 41.1 kcal per mole
Highest occupied orbital energy ... -8.38 eV
E_LUMO ... 0.82 eV



ORCA calculation (the ωB97M-V functional and the def2-TZVPD basis) on C5H8 in the gas phase.

Geometry as ORCA input:
```
! wB97M-V def2-TZVPD RIJCOSX def2/J DEFGRID3
* xyz 0 1
H 1.31873 -1.59112 -0.03098
C 0.13413 0.70810 0.19917
H 2.07110 0.57189 1.04862
H -1.84640 1.94855 -1.54335
H 1.62214 -1.88649 1.70274
C 1.05865 0.17711 1.18756
H 0.72534 0.46728 2.18901
C -0.71178 0.63021 -0.65544
H -2.57670 0.35823 -1.72788
C 1.00195 -1.34373 0.98836
C -1.62857 0.90098 -1.73999
H -0.03805 -1.67313 1.08491
H -1.13055 0.73211 -2.70273
*
```

Values from the calculation:
Energy relative to the best compared isomer or geometry (same formula, charge and spin) ... 32.7 kcal per mole
Highest occupied orbital energy ... -9.26 eV
E_LUMO ... 1.04 eV



ORCA calculation (the ωB97M-V functional and the def2-TZVPD basis) on an isolated ion of composition C5H12BrN4 and charge +1.

Geometry as ORCA input:
```
! wB97M-V def2-TZVPD RIJCOSX def2/J DEFGRID3
* xyz 1 1
Br -2.59238 1.36839 -2.39105
N 0.59586 -0.92854 0.92919
H -0.29532 -0.71090 -1.58139
C -2.18389 0.08847 -1.03344
H 1.39789 2.00404 -0.09248
H -2.66068 -0.85356 -1.29337
N 2.19775 1.46774 0.20477
C 1.87176 -1.03797 0.20602
H -2.10731 1.50468 0.53529
H 2.13531 1.30723 1.19906
C 2.29133 0.22489 -0.55261
C -0.54857 -0.54374 0.42233
H 3.32896 0.05407 -0.83682
N -1.71054 -0.45890 1.12760
H -3.60315 0.50527 0.60894
H -1.61690 -0.31995 2.12511
N -0.73329 -0.14553 -0.86662
C -2.55079 0.52201 0.37250
H 1.73149 0.31289 -1.47769
H 1.84369 -1.89721 -0.46210
H 0.58906 -1.20668 1.89444
H 2.61969 -1.25671 0.96231
*
```

Values from the calculation:
Highest occupied orbital energy ... -12.97 eV
E_LUMO ... -3.05 eV